No. 1
The following is a quantum chemistry calculation of one molecule with the formula C5H8N2, from the Open Molecules 2025 dataset.

```
15
Properties=species:S:1:pos:R:3
C -0.752 -0.141 -0.233
C -1.865 0.176 -1.178
N -0.108 0.906 0.559
C 1.139 0.250 0.481
C 0.580 -0.793 -0.449
C 2.313 0.503 1.031
N -0.489 -1.518 0.204
H -0.498 1.210 1.442
H -0.581 -1.380 1.239
H 1.045 -1.230 -1.315
H -1.585 1.008 -1.821
H -2.074 -0.693 -1.794
H -2.764 0.441 -0.623
H 2.473 1.375 1.643
H 3.165 -0.116 0.814
```

Results
Total charge   0
Energy relative to the best compared isomer or geometry (same formula, charge and spin)   64.4 kcal/mol
SMILES   C=C1N[C@]2(C)N[C@H]12

***

No. 2
The following is a quantum chemistry calculation of a 2-piece molecular cluster, BrClIO3P overall, from the Open Molecules 2025 dataset.

```
7
Properties=species:S:1:pos:R:3
O -0.369 -0.983 -1.150
O -2.122 -0.308 0.539
O 0.844 1.982 -0.338
P -1.697 -0.389 -0.999
Cl -1.404 -0.866 1.955
Br 2.285 1.522 0.191
I 2.464 -0.960 -0.197
```

Results
Total charge   0
Energy relative to the best compared isomer or geometry (same formula, charge and spin)   83.1 kcal/mol

***

No. 3
The following is a quantum chemistry calculation of a 7-piece molecular cluster, C9H32N11O7 overall, from the Open Molecules 2025 dataset.

```
59
Properties=species:S:1:pos:R:3
O 0.972 -1.759 -0.096
H 0.828 -0.936 -0.576
C -0.623 3.229 -2.352
C -1.052 4.265 -1.323
C -2.378 3.937 -0.653
O -3.439 4.117 -1.579
C -4.692 3.812 -1.034
N -0.008 4.359 -0.266
H -0.194 2.335 -1.899
H 0.102 3.652 -3.048
H -1.484 2.888 -2.932
H -1.063 5.257 -1.782
H -2.546 4.718 0.102
H -2.363 2.932 -0.224
H -5.458 4.146 -1.731
H -4.802 4.286 -0.051
H -4.854 2.734 -0.902
H 0.218 5.319 -0.053
H 0.836 3.876 -0.539
C -0.111 -5.157 1.059
O 0.925 -5.583 0.548
N -0.517 -3.871 0.955
N -0.853 -5.963 1.890
H -0.008 -3.134 0.440
H -1.439 -3.615 1.267
H -0.636 -6.938 1.926
H -1.780 -5.649 2.118
C 3.715 0.145 -1.742
O 3.491 -0.736 -2.557
N 3.076 0.238 -0.539
N 4.683 1.100 -1.974
H 3.327 0.982 0.083
H 2.382 -0.491 -0.319
H 4.786 1.861 -1.325
H 5.033 1.256 -2.898
C 3.319 -2.541 2.596
O 3.960 -2.887 1.617
N 3.601 -2.964 3.874
N 2.274 -1.651 2.493
H 3.175 -2.400 4.588
H 4.494 -3.383 4.054
H 1.814 -1.276 3.300
H 1.825 -1.606 1.567
C -0.859 0.916 1.787
O -1.610 1.520 2.558
N -0.181 1.502 0.767
N -0.589 -0.405 1.966
H 0.434 0.923 0.223
H -0.254 2.486 0.537
H -0.861 -0.820 2.837
H -0.082 -1.010 1.294
C -2.213 -1.835 -2.100
O -3.147 -2.092 -2.863
N -2.350 -1.014 -1.005
N -0.967 -2.329 -2.275
H -3.199 -0.496 -0.916
H -1.620 -1.094 -0.318
H -0.817 -3.034 -2.969
H -0.222 -2.122 -1.606
```

Results
Total charge   -1
Energy relative to the best compared isomer or geometry (same formula, charge and spin)   37.1 kcal/mol

***

No. 4
The following is a quantum chemistry calculation of a 10-piece molecular cluster, C30H80O17 overall, from the Open Molecules 2025 dataset.

```
127
Properties=species:S:1:pos:R:3
C -26.472 3.614 4.889
O -27.567 4.065 4.119
C -28.797 3.519 4.548
C -29.803 3.526 3.427
O -29.248 3.010 2.238
C -30.248 2.711 1.295
H -25.541 3.999 4.475
H -26.432 2.520 4.855
H -26.581 4.001 5.908
H -29.130 4.115 5.402
H -28.659 2.487 4.890
H -30.189 4.542 3.270
H -30.664 2.926 3.746
H -29.916 2.127 0.440
H -30.721 3.642 0.957
H -31.053 2.096 1.721
C -21.682 -3.779 3.013
O -23.081 -3.684 2.966
C -23.743 -3.180 4.104
C -23.146 -1.867 4.572
O -23.959 -1.429 5.670
C -23.772 -0.057 5.907
H -21.309 -4.450 2.240
H -21.339 -4.231 3.953
H -21.234 -2.793 2.861
H -23.755 -3.933 4.904
H -24.794 -3.056 3.844
H -23.072 -1.145 3.752
H -22.124 -1.973 4.949
H -24.525 0.344 6.586
H -23.820 0.529 4.982
H -22.792 0.189 6.342
C -18.325 4.179 8.921
O -19.295 4.801 8.122
C -20.314 3.919 7.749
C -21.081 4.476 6.559
O -20.168 4.600 5.488
C -20.795 4.820 4.237
H -17.774 3.407 8.371
H -18.801 3.689 9.780
H -17.598 4.885 9.314
H -21.004 3.653 8.565
H -19.837 2.971 7.454
H -21.548 5.433 6.810
H -21.865 3.765 6.277
H -19.947 4.929 3.565
H -21.352 5.760 4.261
H -21.430 4.005 3.877
C -27.543 8.294 3.676
O -27.756 9.494 4.388
C -26.703 10.415 4.160
C -26.946 11.627 5.034
O -26.877 11.311 6.391
C -27.021 12.412 7.253
H -26.638 7.777 4.017
H -27.515 8.454 2.594
H -28.371 7.631 3.926
H -26.694 10.699 3.101
H -25.725 9.961 4.361
H -27.953 11.992 4.793
H -26.191 12.382 4.774
H -26.233 13.141 7.020
H -26.993 12.036 8.271
H -27.979 12.925 7.085
C -24.739 1.789 2.546
O -23.978 1.555 1.360
C -23.402 2.761 0.884
C -24.332 3.901 0.555
O -24.780 4.488 1.785
C -25.594 5.609 1.611
H -25.586 2.417 2.261
H -24.114 2.374 3.223
H -25.202 0.896 2.960
H -22.834 2.487 -0.007
H -22.623 3.042 1.603
H -25.269 3.545 0.097
H -23.963 4.644 -0.158
H -26.624 5.363 1.298
H -25.267 6.348 0.873
H -25.801 6.054 2.585
C -17.553 6.783 3.262
O -18.700 6.775 2.423
C -18.394 7.094 1.079
C -19.669 6.967 0.272
O -19.891 5.683 -0.278
C -20.330 4.748 0.675
H -17.176 5.761 3.346
H -17.882 7.035 4.276
H -16.879 7.590 2.971
H -17.574 6.512 0.638
H -18.001 8.123 1.080
H -19.816 7.636 -0.577
H -20.521 7.274 0.893
H -19.565 4.579 1.433
H -20.539 3.773 0.230
H -21.299 5.032 1.102
C -24.628 7.593 -7.677
O -24.938 6.643 -6.693
C -24.258 5.415 -6.848
C -24.855 4.394 -5.900
O -24.341 4.554 -4.578
C -24.910 5.632 -3.853
H -23.553 7.793 -7.730
H -25.079 8.532 -7.341
H -25.055 7.417 -8.669
H -23.204 5.380 -6.534
H -24.304 5.117 -7.899
H -24.567 3.390 -6.200
H -25.935 4.542 -5.805
H -24.427 6.553 -4.196
H -24.756 5.490 -2.788
H -25.973 5.742 -4.094
O -28.931 5.772 1.109
H -29.874 5.946 1.027
H -28.866 4.827 1.334
C -27.069 8.185 -0.806
O -25.804 8.444 -1.368
H -27.262 8.668 0.157
H -27.866 8.424 -1.512
H -27.142 7.118 -0.574
H -25.831 8.987 -2.154
C -25.699 -1.006 -0.097
O -24.306 -0.811 -0.287
H -26.200 -0.080 -0.414
H -26.134 -1.765 -0.742
H -25.947 -1.185 0.950
H -24.032 -0.202 0.413
```

Results
Total charge   0
SMILES   COCCOC.COCCOC.COCCOC.COCCOC.COCCOC.COCCOC.COCCOC.CO.CO.O
DFT total energy   -67204.0574 eV

***

No. 5
The following is a quantum chemistry calculation of C9H13N3O as an isolated structure, from the Open Molecules 2025 dataset.

```
26
Properties=species:S:1:pos:R:3
C 1.180 -1.124 -0.803
C 3.296 -0.019 -0.495
C -0.590 -0.418 0.936
C -1.405 -1.535 0.760
C -2.737 -1.551 0.192
C -3.028 -0.402 -0.434
C -2.111 0.754 -0.537
C -1.060 0.852 0.326
C 0.018 1.995 0.232
H 1.622 -1.821 -1.755
H 0.661 -1.906 -0.057
H 0.383 -0.623 -1.318
H 3.722 -0.993 -1.205
H 3.826 -0.068 0.584
H 3.641 1.213 -0.918
H -1.188 -2.524 1.170
H -3.589 -2.293 0.352
H -3.953 -0.211 -0.924
H -2.677 1.714 -0.907
H 0.653 1.927 -0.788
H 0.834 1.840 1.050
H -1.268 3.213 1.241
N 1.981 -0.278 -0.032
N 1.800 -0.363 1.225
N 0.624 -0.576 1.687
O -0.633 3.199 0.419
```

Results
Total charge   0
Energy relative to the best compared isomer or geometry (same formula, charge and spin)   181.3 kcal/mol

***

No. 6
The following is a quantum chemistry calculation of one molecule with the formula C7H12, from the Open Molecules 2025 dataset.

```
19
Properties=species:S:1:pos:R:3
C 0.922 -1.000 1.291
C -0.019 -1.431 0.115
C -1.088 -0.368 -0.015
C -2.343 -0.590 0.340
C -0.597 0.970 -0.557
C 0.749 1.573 -0.308
C 1.634 1.596 -1.331
H 1.957 -0.772 1.062
H 1.023 -1.901 1.902
H 0.381 -0.309 1.926
H 0.614 -1.592 -0.754
H -0.531 -2.356 0.372
H -2.637 -1.578 0.673
H -3.082 0.201 0.357
H -0.663 0.872 -1.650
H -1.463 1.639 -0.466
H 1.161 1.714 0.688
H 2.237 2.482 -1.529
H 1.744 0.850 -2.115
```

Results
Total charge   0
Energy relative to the best compared isomer or geometry (same formula, charge and spin)   64.7 kcal/mol
SMILES   C=CCC(=C)CC

***

No. 7
The following is a quantum chemistry calculation of C4H6FeO3 as an isolated structure, from the Open Molecules 2025 dataset.

```
14
Properties=species:S:1:pos:R:3
O 0.933 1.007 -0.164
Fe 3.018 0.735 -0.205
O 1.962 -0.885 -0.025
C 0.867 -0.320 -0.139
O -0.288 -0.857 -0.180
C -0.393 -2.299 -0.086
H -1.462 -2.508 -0.154
H 0.152 -2.751 -0.920
H 0.013 -2.621 0.877
C -0.262 1.950 -0.270
C -1.166 2.005 0.671
H -0.199 2.486 -1.214
H -1.239 1.349 1.537
H -1.936 2.709 0.272
```

Results
Total charge   +2
Energy relative to the best compared isomer or geometry (same formula, charge and spin)   0.0 kcal/mol
Multiplicity   5

***

No. 8
The following is a quantum chemistry calculation of C7H28ClO11 as an isolated structure, from the Open Molecules 2025 dataset.

```
47
Properties=species:S:1:pos:R:3
Cl -0.154 0.351 0.154
O 0.069 1.292 1.212
O -1.064 0.901 -0.771
O 1.067 0.196 -0.643
O -0.582 -0.934 0.679
C -2.680 0.821 1.174
O -3.976 1.023 1.785
H -2.213 -0.137 1.402
H -2.793 0.840 0.090
H -1.937 1.572 1.443
H -3.985 0.620 2.656
C -1.555 -2.261 -1.499
O -0.962 -2.639 -0.248
H -2.223 -1.414 -1.343
H -0.842 -1.920 -2.249
H -2.103 -3.076 -1.972
H -0.671 -1.843 0.204
C 2.626 -0.434 -2.208
O 3.983 -0.814 -2.353
H 1.983 -1.248 -1.875
H 2.548 0.467 -1.599
H 2.311 -0.075 -3.188
H 4.436 -0.095 -2.801
C -0.322 3.036 2.139
O -0.189 4.192 2.960
H -1.341 2.779 1.851
H 0.158 3.186 1.171
H 0.120 2.181 2.650
H -0.930 4.748 2.710
C -0.532 -0.558 3.367
O 0.520 0.344 3.173
H -0.282 -1.098 4.280
H -1.432 0.034 3.532
H -0.675 -1.260 2.546
H 0.437 0.700 2.285
C 1.593 -2.534 -0.630
O 2.585 -3.434 -0.132
H 1.762 -2.487 -1.705
H 0.604 -2.975 -0.506
H 1.736 -1.537 -0.213
H 3.465 -3.109 -0.335
C 0.476 1.315 -3.034
O -0.612 0.401 -3.029
H 0.566 1.883 -3.960
H 0.342 1.969 -2.173
H 1.424 0.793 -2.900
H -0.759 0.234 -2.095
```

Results
Total charge   -1
Energy relative to the best compared isomer or geometry (same formula, charge and spin)   253.5 kcal/mol

***

no.,strongest force on any atom (eV/A)
1,2.9
2,3.1
3,2.1
4,2.0
5,5.9
6,2.1
7,3.4
8,11.1